(1)
The following is a quantum chemistry calculation of 4 unconnected molecules or ions with the total composition C30H63IN6O3, from the OMol25 dataset.

XYZ file:
```
103
Properties=species:S:1:pos:R:3
C -2.669 -3.770 -0.613
C -1.396 -3.784 -1.511
C -0.204 -2.944 -1.000
I 0.238 -3.210 1.099
C -0.298 -1.479 -1.386
C 0.767 -0.702 -1.537
C 2.208 -1.088 -1.378
C 3.154 0.068 -0.974
C 2.626 0.979 0.146
C 3.671 2.133 0.342
N 3.029 3.464 0.334
C 2.159 3.640 1.465
N 0.914 3.707 1.342
N 2.693 3.781 2.757
C 0.171 0.633 -1.942
O 0.719 1.539 -2.403
O -1.183 0.638 -1.652
C -1.553 -0.688 -1.692
O -2.597 -1.083 -1.955
H -3.524 -3.383 -1.182
H -2.589 -3.146 0.280
H -2.928 -4.812 -0.385
H -1.690 -3.338 -2.473
H -1.119 -4.819 -1.743
H 0.681 -3.310 -1.533
H 2.308 -1.950 -0.709
H 2.547 -1.438 -2.370
H 4.066 -0.411 -0.579
H 3.497 0.646 -1.840
H 2.582 0.475 1.120
H 1.684 1.481 -0.085
H 4.291 1.950 1.242
H 4.382 2.130 -0.496
H 3.772 4.163 0.403
H 0.672 3.614 0.356
H 3.622 3.381 2.827
H 2.055 3.385 3.437
C 5.806 10.397 2.880
C 4.976 9.489 1.983
N 5.393 8.099 2.023
C 4.806 7.290 0.969
C 3.287 7.096 0.976
C 5.429 7.482 3.340
C 4.134 7.465 4.159
H 6.869 10.305 2.653
H 5.516 11.437 2.721
H 5.656 10.175 3.938
H 5.088 9.853 0.957
H 3.914 9.609 2.243
H 5.289 6.306 0.966
H 5.084 7.740 0.009
H 2.971 6.403 1.756
H 2.967 6.669 0.022
H 2.748 8.036 1.106
H 6.197 7.988 3.931
H 5.798 6.457 3.241
H 3.622 8.429 4.150
H 4.366 7.235 5.203
H 3.439 6.701 3.813
C -4.628 0.846 -0.462
C -5.637 0.386 -1.503
N -6.877 -0.110 -0.929
C -7.715 -0.811 -1.887
C -8.288 -0.011 -3.062
C -7.571 0.798 -0.031
C -7.981 2.171 -0.575
H -4.427 0.055 0.263
H -3.688 1.102 -0.949
H -4.969 1.734 0.075
H -5.172 -0.422 -2.073
H -5.813 1.209 -2.213
H -8.541 -1.291 -1.352
H -7.129 -1.640 -2.298
H -9.103 0.641 -2.750
H -8.697 -0.697 -3.807
H -7.529 0.593 -3.560
H -6.938 0.958 0.846
H -8.458 0.295 0.365
H -7.180 2.651 -1.139
H -8.231 2.833 0.257
H -8.864 2.113 -1.210
C 1.915 -9.932 -2.188
C 1.842 -9.006 -0.982
N 0.725 -8.080 -1.031
C 0.813 -7.015 -0.045
C 0.751 -7.402 1.436
C -0.591 -8.677 -1.195
C -1.051 -9.698 -0.149
H 1.927 -9.361 -3.119
H 2.831 -10.523 -2.144
H 1.077 -10.631 -2.220
H 2.769 -8.427 -0.957
H 1.830 -9.618 -0.067
H 0.033 -6.275 -0.247
H 1.756 -6.481 -0.212
H -0.259 -7.671 1.743
H 1.052 -6.550 2.050
H 1.421 -8.228 1.677
H -0.626 -9.159 -2.176
H -1.336 -7.879 -1.261
H -0.274 -10.427 0.091
H -1.907 -10.256 -0.536
H -1.375 -9.221 0.775
```

**Energy**: -55314.3899 eV
**SMILES string**: [H]/N=C(/N)NCCCCC1=C([C@@H](I)CC)C(=O)OC1=O.CCN(CC)CC.CCN(CC)CC.CCN(CC)CC
**HOMO energy**: -7.85 eV
**Spin multiplicity**: 1


(2)
The following is a quantum chemistry calculation of 3 unconnected molecules or ions with the total composition C30H64BF5N4O8PS3, from the OMol25 dataset.

XYZ file:
```
116
Properties=species:S:1:pos:R:3
C 3.353 -2.788 1.858
C 2.048 -3.475 1.379
B 0.720 -2.711 1.783
O 0.615 -2.250 3.080
C -0.400 -2.518 0.651
C -0.736 -3.943 0.093
C -0.883 -5.188 0.996
C -1.861 -5.096 2.183
S -1.084 -5.407 3.762
O 0.336 -5.218 3.684
O -1.602 -6.636 4.274
O -1.655 -4.246 4.680
O 0.385 -1.894 -0.355
P 0.136 -0.142 -0.651
C 1.409 0.311 0.688
C 2.606 1.122 0.251
F 3.436 0.390 -0.611
C -0.260 1.681 -1.066
C -0.970 2.656 -0.122
C -0.151 3.370 0.970
S -0.745 3.021 2.652
C 0.571 3.454 3.683
S 0.252 3.898 5.222
N 1.877 3.334 3.117
C 2.468 4.674 2.961
C 3.727 4.663 2.115
C 2.726 2.467 3.957
C 2.059 1.159 4.390
O -1.104 -0.232 0.613
C -1.607 -1.521 0.900
C -2.026 -1.438 2.398
C -3.364 -0.844 2.797
C -3.369 0.631 3.103
N -4.443 -1.495 2.961
C -2.833 -1.709 -0.021
F -2.507 -2.082 -1.286
F -3.634 -2.723 0.454
C -3.679 -0.410 -0.145
F -3.390 0.229 -1.296
F -5.010 -0.738 -0.190
H 3.159 -1.862 2.401
H 3.978 -2.514 1.010
H 3.932 -3.430 2.522
H 2.094 -3.632 0.306
H 1.985 -4.450 1.873
H 1.316 -2.639 3.620
H -1.609 -3.905 -0.544
H 0.091 -4.165 -0.579
H -1.286 -5.967 0.345
H 0.078 -5.570 1.333
H -2.367 -4.139 2.180
H -2.631 -5.861 2.142
H -1.013 -3.513 4.665
H 1.181 -0.206 -1.644
H -0.797 -0.540 -1.664
H 1.833 -0.593 1.134
H 0.925 0.843 1.511
H 2.363 2.069 -0.230
H 3.217 1.352 1.131
H -0.926 1.584 -1.925
H 0.633 2.184 -1.448
H -1.863 2.208 0.322
H -1.348 3.469 -0.749
H -0.284 4.445 0.862
H 0.917 3.168 0.941
H 2.676 5.109 3.946
H 1.725 5.314 2.484
H 4.470 3.961 2.489
H 4.181 5.654 2.140
H 3.517 4.402 1.078
H 3.623 2.236 3.386
H 3.046 3.019 4.850
H 1.723 1.218 5.422
H 1.223 0.891 3.750
H 2.782 0.348 4.335
H -1.929 -2.395 2.893
H -1.254 -0.805 2.825
H -4.361 1.029 2.898
H -2.637 1.152 2.488
H -3.130 0.792 4.154
H -4.307 -2.481 2.747
H -3.535 0.265 0.691
C 6.492 -0.823 -5.177
C 5.958 -0.684 -3.753
C 5.835 -2.015 -3.001
O 4.754 -2.832 -3.399
C 4.961 -3.605 -4.559
N 4.708 0.074 -3.780
H 5.716 -1.168 -5.860
H 6.834 0.145 -5.541
H 7.330 -1.523 -5.225
H 6.683 -0.088 -3.188
H 5.653 -1.793 -1.948
H 6.775 -2.584 -3.066
H 5.998 -3.952 -4.626
H 4.711 -3.059 -5.473
H 4.304 -4.472 -4.491
H 4.424 0.275 -2.825
H 3.976 -0.537 -4.133
C -7.301 2.898 -3.960
C -6.531 4.065 -4.569
C -5.092 3.726 -4.977
O -4.180 3.611 -3.911
C -4.182 2.362 -3.235
N -6.600 5.210 -3.657
H -7.013 2.727 -2.923
H -8.369 3.112 -3.969
H -7.132 1.975 -4.517
H -7.045 4.354 -5.492
H -4.715 4.548 -5.593
H -5.070 2.816 -5.595
H -4.371 1.537 -3.928
H -4.924 2.335 -2.435
H -3.199 2.227 -2.789
H -6.202 6.028 -4.109
H -5.981 5.020 -2.873
```

**Energy**: -110547.1617 eV
**Relative energy (zero: lowest compared OMol25 entry of this formula, charge and spin)**: 0.0000 eV
**HOMO energy**: -5.04 eV
**Spin multiplicity**: 1
**Total charge**: -1


(3)
The following is a quantum chemistry calculation of a molecular structure, C30H64Cl2F3KN6O10P2, from the OMol25 dataset.

XYZ file:
```
118
Properties=species:S:1:pos:R:3
K -0.538 0.833 -0.343
C -2.348 2.586 -3.532
O -2.831 1.269 -3.932
O -2.120 2.496 -2.093
C -1.266 3.136 -4.501
F -1.522 2.976 -5.810
F -1.076 4.415 -4.388
F -0.002 2.641 -4.339
C -1.958 0.108 -3.976
C -2.541 -0.946 -4.912
H -1.985 -1.874 -4.784
H -3.546 -1.186 -4.565
H -2.501 -0.708 -5.975
H -1.831 -0.321 -2.982
H -0.975 0.324 -4.395
H -3.165 3.304 -3.462
Cl 1.288 6.278 0.732
C -0.026 5.770 -0.291
C 0.507 5.186 -1.592
Cl 1.562 3.842 -1.283
H -0.656 6.640 -0.477
H -0.650 5.024 0.201
H 1.088 5.875 -2.206
H -0.355 4.870 -2.178
O 1.032 -0.305 -2.509
P 2.064 -1.358 -2.636
N 2.264 -1.967 -4.180
C 3.289 -3.013 -4.614
C 1.899 -1.209 -5.373
N 1.888 -2.644 -1.617
C 2.362 -2.759 -0.214
C 0.717 -3.448 -1.885
N 3.616 -0.812 -2.306
C 4.812 -1.698 -2.203
C 3.886 0.590 -2.368
H 2.936 -3.800 -5.281
H 3.651 -3.439 -3.678
H 4.059 -2.501 -5.190
H 0.953 -0.680 -5.258
H 1.591 -1.907 -6.152
H 2.654 -0.511 -5.734
H 1.459 -2.530 0.351
H 2.585 -3.797 0.036
H 3.276 -2.211 0.012
H -0.074 -3.181 -1.183
H 0.417 -3.132 -2.884
H 1.045 -4.486 -1.851
H 5.225 -1.912 -3.188
H 5.576 -1.176 -1.626
H 4.617 -2.604 -1.630
H 4.953 0.810 -2.407
H 3.397 1.044 -1.506
H 3.521 1.101 -3.259
O 1.059 0.838 2.471
P 2.124 1.059 3.504
N 3.216 2.270 3.254
C 3.062 3.254 2.271
C 4.411 2.405 4.009
N 3.014 -0.401 3.813
C 3.606 -1.260 2.747
C 2.990 -1.080 5.100
N 1.417 1.418 5.000
C 2.128 2.128 6.054
C 0.020 1.021 5.271
H 2.158 3.208 1.664
H 3.948 3.399 1.653
H 2.949 4.213 2.776
H 4.316 3.367 4.512
H 5.263 2.498 3.336
H 4.726 1.608 4.683
H 3.111 -2.231 2.731
H 3.414 -0.859 1.751
H 4.694 -1.323 2.733
H 3.165 -2.154 5.025
H 3.794 -0.736 5.750
H 1.995 -1.036 5.541
H 2.455 3.125 5.758
H 1.550 2.248 6.971
H 3.066 1.632 6.302
H -0.250 1.590 6.161
H -0.061 -0.053 5.433
H -0.644 1.291 4.450
O -2.608 1.215 2.059
C -3.762 1.473 1.611
O -4.823 0.624 1.823
C -5.976 1.074 1.065
C -5.494 2.269 0.183
C -4.204 2.743 0.904
H -6.623 1.507 1.828
H -6.452 0.209 0.603
H -6.197 3.102 0.187
H -5.269 1.908 -0.821
H -4.323 3.517 1.663
H -3.340 3.056 0.318
O -2.252 -1.418 -0.809
C -3.427 -1.860 -1.072
O -4.530 -1.170 -0.851
C -5.669 -1.948 -1.061
C -5.181 -3.041 -2.005
C -3.742 -3.205 -1.692
H -6.492 -1.367 -1.479
H -5.899 -2.340 -0.070
H -5.290 -2.742 -3.047
H -5.769 -3.951 -1.882
H -3.167 -3.533 -2.559
H -3.649 -3.911 -0.867
O -1.418 -3.905 5.457
C -1.406 -3.330 4.330
O -2.518 -3.296 3.540
C -2.332 -2.635 2.329
C -0.976 -2.042 2.465
C -0.240 -2.879 3.532
H -3.128 -1.908 2.169
H -2.323 -3.396 1.549
H -0.899 -0.982 2.705
H -0.395 -2.211 1.558
H 0.599 -2.353 3.989
H 0.255 -3.716 3.039
```

**Energy**: -129665.6298 eV
**HOMO energy**: -6.83 eV
**Spin multiplicity**: 1


(4)
The following is a quantum chemistry calculation of a molecular structure, C30H64NO18S, from the OMol25 dataset.

XYZ file:
```
114
Properties=species:S:1:pos:R:3
N 1.068 -0.122 0.666
H 1.401 0.454 -0.075
H 1.840 -0.052 1.279
H 0.791 -0.976 0.381
H 0.410 0.476 0.945
S 1.825 2.977 2.410
O 2.910 3.914 2.451
O 0.755 3.466 3.295
O 1.384 2.577 1.095
O 2.296 1.685 2.962
O -0.196 -2.824 1.923
C 0.055 -3.976 1.971
O -0.056 -4.770 3.036
C -0.775 -4.159 4.184
C -0.540 -5.233 5.311
C 0.674 -4.658 0.719
H -1.821 -3.947 4.005
H -0.289 -3.313 4.691
H -0.903 -6.290 4.847
H -1.157 -4.892 6.238
H 0.479 -5.349 5.847
H 0.024 -5.478 0.481
H 1.775 -4.903 0.967
H 0.600 -3.835 0.076
O 0.498 -0.389 -2.307
C -0.019 0.172 -3.322
O 0.183 1.378 -3.690
C 1.191 2.228 -3.081
C 1.440 3.532 -3.840
C -1.002 -0.581 -4.121
H 2.221 1.562 -2.862
H 1.061 2.426 -1.955
H 2.032 4.253 -3.244
H 0.373 3.880 -3.963
H 1.646 3.597 -4.892
H -0.681 -0.639 -5.004
H -1.866 0.029 -4.155
H -1.231 -1.623 -3.619
O -2.064 0.654 0.014
C -2.836 1.552 0.473
O -4.163 1.399 0.403
C -4.783 0.437 -0.488
C -6.230 0.616 -0.779
C -2.297 2.569 1.419
H -4.771 -0.582 0.061
H -4.150 0.429 -1.292
H -6.336 1.674 -0.866
H -6.937 0.374 -0.173
H -6.497 -0.026 -1.679
H -2.846 2.641 2.383
H -2.052 3.463 0.850
H -1.149 2.290 1.842
O -1.528 -4.240 -2.536
C -2.516 -3.857 -1.923
O -3.760 -4.452 -1.837
C -3.940 -5.748 -2.456
C -3.649 -6.794 -1.512
C -2.523 -2.514 -1.179
H -3.211 -5.774 -3.300
H -4.984 -5.661 -2.768
H -2.539 -6.676 -1.723
H -3.766 -7.689 -2.199
H -4.160 -6.744 -0.578
H -2.805 -2.664 -0.072
H -3.177 -1.869 -1.479
H -1.512 -2.149 -1.138
O 3.970 0.286 -0.831
C 4.215 1.355 -1.296
O 4.735 1.651 -2.561
C 4.912 0.530 -3.608
C 5.143 1.323 -4.866
C 4.177 2.565 -0.378
H 3.997 0.134 -3.611
H 5.755 -0.163 -3.433
H 6.189 1.820 -4.719
H 4.253 2.060 -5.322
H 5.660 0.843 -5.783
H 3.951 2.312 0.686
H 3.481 3.288 -0.735
H 5.103 3.092 -0.385
O 1.044 5.580 -1.529
C 0.171 4.864 -0.896
O -1.135 4.972 -0.707
C -1.797 6.032 -1.490
C -3.271 5.660 -1.665
C 0.677 3.534 -0.292
H -1.431 5.918 -2.535
H -1.807 7.046 -0.976
H -3.800 6.279 -2.080
H -3.932 5.422 -0.791
H -3.415 4.766 -2.057
H 0.663 3.819 0.663
H 1.836 3.228 -0.588
H 0.175 2.641 -0.565
C 3.980 -1.354 3.011
C 4.141 -1.979 1.674
O 3.111 -2.348 0.988
C 5.540 -2.314 1.134
H 4.749 -1.487 3.594
H 3.104 -1.733 3.589
H 3.760 -0.305 2.829
H 5.747 -3.249 1.485
H 6.120 -1.351 1.479
H 5.359 -1.994 -0.068
C -1.868 1.726 5.023
C -1.357 0.177 5.011
O -1.735 -0.615 6.015
C -0.597 -0.267 3.762
H -1.128 2.382 4.788
H -1.958 2.015 5.962
H -2.631 1.848 4.376
H 0.249 0.324 3.780
H -1.238 -0.217 2.847
H -0.109 -1.330 3.960
```

**Energy**: -81314.3810 eV
**Relative energy (zero: lowest compared OMol25 entry of this formula, charge and spin)**: 0.2649 eV
**HOMO energy**: -3.64 eV
**Spin multiplicity**: 1
**Total charge**: -1